The following is a quantum chemistry calculation of C4H7NO in the gas phase at a distorted geometry, from OMol25.

## Properties
energy above the lowest of the compared OMol25 structures with the same formula, charge and spin = 375.49 kJ/mol
spin multiplicity = 1

CARTESIAN COORDINATES (ANGSTROEM)
C -1.406 -0.814 0.369
C -0.250 -0.085 -0.302
C -0.076 1.325 -0.080
O 2.111 0.646 0.621
C 1.950 -0.407 -0.050
N 0.833 -0.863 -0.669
H -1.602 -1.751 -0.165
H -2.325 -0.213 0.405
H -1.105 -1.065 1.396
H -0.755 0.576 -1.225
H -0.830 1.901 0.464
H 0.662 1.869 -0.656
H 2.794 -1.119 -0.108


The following is a quantum chemistry calculation of 5 unconnected molecules or ions with the total composition C2H12O6 at a distorted geometry, from OMol25.

## Properties
E_tot = -14542.0107 eV
spin multiplicity = 2
net charge = +1

CARTESIAN COORDINATES (ANGSTROEM)
O -0.003 0.187 -0.223
C 1.074 0.484 -0.727
O 1.308 1.502 -1.578
C 2.314 0.062 -0.104
H 0.518 1.725 -2.154
H 3.238 0.702 0.127
H 2.754 -0.768 -0.619
H 2.143 -0.203 0.904
H -0.093 -3.001 1.436
H 0.301 -1.895 2.542
O 0.696 -2.502 1.985
H -1.666 1.453 -2.818
H -1.806 1.701 -1.361
O -1.306 1.997 -2.167
H -2.947 -1.781 -0.896
H -2.300 -0.512 -0.497
O -3.106 -0.873 -0.871
H 0.016 1.316 2.309
H -0.603 -0.062 1.968
O -0.534 0.468 2.743


The following is a quantum chemistry calculation of C2HBr2N4OP in the gas phase, from OMol25.

## Properties
SMILES = OP(Br)c1nnc(Br)nn1
E_tot = -159470.2107 eV
spin multiplicity = 1

CARTESIAN COORDINATES (ANGSTROEM)
O 2.717 -0.272 0.783
P 2.006 -0.972 -0.503
Br 1.506 -2.932 0.419
C 0.316 -0.219 -0.324
N -0.625 -0.658 -1.167
N -1.809 -0.124 -1.088
C -1.971 0.842 -0.179
Br -3.669 1.605 -0.059
N -1.036 1.326 0.626
N 0.148 0.768 0.546
H 2.416 0.634 0.946


The following is a quantum chemistry calculation of 2 unconnected molecules or ions with the total composition C3H12N3O at a distorted geometry, from OMol25.

## Properties
energy above the lowest of the compared OMol25 structures with the same formula, charge and spin = 398.84 kJ/mol
spin multiplicity = 1
net charge = +1

CARTESIAN COORDINATES (ANGSTROEM)
C 2.265 0.333 0.277
C -0.548 -0.272 -1.532
C -0.682 -0.263 -0.138
N -0.462 -1.428 0.467
N -1.004 0.731 0.591
N -0.861 0.550 1.964
O -1.382 0.548 -2.323
H 1.318 0.044 0.802
H 2.675 1.227 0.455
H 2.031 0.458 -0.845
H -0.488 -1.232 -2.053
H 0.434 0.256 -1.746
H -1.628 0.292 2.456
H -0.633 -1.507 1.484
H -1.187 1.587 0.144
H 3.020 -0.458 0.475
H -0.436 -2.226 -0.264
H -0.418 1.364 2.538
H -2.014 -0.004 -2.753


The following is a quantum chemistry calculation of C3H5N in the gas phase at a distorted geometry, from OMol25.

## Properties
SMILES = C=C1CN1
energy above the lowest of the compared OMol25 structures with the same formula, charge and spin = 252.66 kJ/mol
spin multiplicity = 1

CARTESIAN COORDINATES (ANGSTROEM)
C 0.140 -0.265 -0.025
C 0.614 -1.321 -0.662
C 0.079 0.989 0.770
N -1.073 0.386 0.046
H 1.600 -1.725 -0.498
H -0.290 -1.685 -1.253
H 0.003 1.002 1.913
H 0.662 1.854 0.332
H -1.734 0.765 -0.624


The following is a quantum chemistry calculation of C8H19NO in the gas phase at a distorted geometry, from OMol25.

## Properties
SMILES = C[C@@H](C(C)(C)N)C(C)(C)O
energy above the lowest of the compared OMol25 structures with the same formula, charge and spin = 137.72 kJ/mol
spin multiplicity = 1

CARTESIAN COORDINATES (ANGSTROEM)
C -1.144 0.681 0.345
C 0.845 -1.035 0.034
C 0.047 0.463 -0.544
C -2.436 0.081 -0.200
C 1.917 -1.471 -0.970
C -0.110 -2.205 0.246
C 1.131 1.528 -0.604
C -1.383 2.414 0.215
N 1.426 -0.695 1.339
O -1.004 0.342 1.677
H -0.049 0.148 1.860
H -0.295 0.219 -1.549
H 2.243 -0.105 1.228
H 1.729 -1.529 1.837
H -2.641 0.443 -1.204
H -3.255 0.362 0.459
H -2.404 -1.004 -0.213
H 2.733 -0.753 -1.044
H 2.363 -2.423 -0.664
H 1.486 -1.609 -1.960
H -0.609 -2.464 -0.685
H -0.843 -1.975 1.016
H 0.439 -3.090 0.587
H 0.787 2.387 -1.175
H 2.013 1.156 -1.118
H 1.429 1.858 0.389
H -2.359 2.574 0.666
H -1.414 2.791 -0.803
H -0.642 2.911 0.833


The following is a quantum chemistry calculation of a molecular structure, C2H3I3 at a distorted geometry, from OMol25.

## Properties
energy above the lowest of the compared OMol25 structures with the same formula, charge and spin = 338.44 kJ/mol
spin multiplicity = 1

CARTESIAN COORDINATES (ANGSTROEM)
C -0.326 0.628 -0.321
C 1.805 -0.303 0.579
I 0.151 2.574 -0.925
I 3.067 1.303 0.648
I 2.124 -1.805 -0.898
H -0.329 0.075 -1.246
H -1.300 0.471 0.103
H 1.645 -0.748 1.544


The following is a quantum chemistry calculation of a molecular structure, C36H28IN9O3S2Ti, from OMol25.

## Properties
energy above the lowest of the compared OMol25 structures with the same formula, charge and spin = 0.00 kJ/mol
spin multiplicity = 2
net charge = -1

CARTESIAN COORDINATES (ANGSTROEM)
Ti -0.473 -0.541 1.172
C -0.718 -6.849 -2.569
C -0.502 -5.443 -2.079
C 0.361 -4.561 -2.714
C 0.572 -3.284 -2.233
C -0.094 -2.763 -1.101
N 0.115 -1.487 -0.639
C 1.017 -0.700 -1.370
C 0.737 -0.246 -2.664
C 1.593 0.589 -3.349
C 2.769 1.052 -2.757
C 3.639 2.068 -3.442
C 3.065 0.610 -1.480
C 2.226 -0.279 -0.812
N 2.640 -0.755 0.465
C 3.908 -0.940 0.891
C 3.851 -1.357 2.198
C 2.483 -1.403 2.496
N 1.763 -1.050 1.442
C -0.948 -3.687 -0.452
C -1.120 -4.979 -0.929
N -1.639 -3.360 0.754
C -2.745 -3.968 1.221
C -2.906 -3.613 2.539
C -1.840 -2.753 2.801
N -1.070 -2.608 1.726
H -0.262 -6.991 -3.549
H -0.279 -7.585 -1.890
H -1.781 -7.083 -2.661
H 0.901 -4.880 -3.599
H 1.277 -2.653 -2.753
H -0.199 -0.560 -3.111
H 1.325 0.931 -4.342
H 3.560 1.987 -4.526
H 3.335 3.079 -3.160
H 4.687 1.948 -3.166
H 3.949 0.987 -0.978
H 4.744 -0.792 0.231
H 4.678 -1.604 2.839
H 1.981 -1.672 3.412
H -1.739 -5.662 -0.361
H -3.351 -4.581 0.578
H -3.716 -3.880 3.193
H -1.611 -2.183 3.685
S -3.209 2.879 -1.553
C -2.669 3.402 -0.055
S -2.899 2.536 1.485
C -2.083 4.659 0.144
C -1.568 5.090 1.396
N -1.150 5.454 2.410
C -1.905 5.561 -0.941
N -1.715 6.309 -1.799
O 0.684 0.806 4.817
C 0.363 0.680 3.652
O -0.375 -0.268 3.162
C 0.816 1.699 2.624
C 1.587 2.801 3.025
C 1.933 3.726 2.086
C 1.480 3.581 0.758
C 1.727 4.548 -0.243
C 1.176 4.409 -1.484
C 0.358 3.300 -1.779
C 0.121 2.337 -0.841
C 0.687 2.454 0.442
N 0.412 1.502 1.385
H 1.859 2.881 4.066
H 2.518 4.598 2.350
H 2.315 5.422 0.012
H 1.313 5.180 -2.231
H -0.140 3.240 -2.738
H -0.563 1.523 -1.040
N -3.493 0.250 2.635
C -3.267 0.684 1.275
O -2.209 0.000 0.750
C -4.522 0.558 0.435
I -5.300 -1.440 0.344
H -2.626 0.316 3.161
H -4.202 0.808 3.094
H -4.309 0.844 -0.586
H -5.328 1.171 0.827